Entry 1:
Computed, not measured: 3 unconnected molecules or ions with the total composition C6H17NO3 at a distorted geometry, with the ωB97M-V functional and the def2-TZVPD basis.

Computed properties:
ΔE to the lowest compared entry with this formula, charge and spin: 23.5 kcal/mol
SMILES: CC(C)[C@@H](C)NC=O.O.O
frontier orbital gap: 10.00 eV
multiplicity: 1
LUMO level: 0.31 eV
energy: -14130.584 eV

Each line ends with the Löwdin charge.
Atoms and positions in Å:
O: 1.49863 -1.31155 -2.66737  0.016
C: 1.11840 -1.83327 -1.65233  -0.369
N: 0.40879 -1.16320 -0.70066  0.035
C: -0.09139 0.20786 -0.99407  -0.317
C: -1.15325 0.57036 0.08346  -0.372
C: -1.95152 1.83279 -0.36332  -0.066
C: -0.54030 0.78438 1.46870  -0.076
C: 1.07801 1.21332 -1.05878  -0.040
H: 1.39956 -2.89406 -1.43043  0.139
H: -0.02787 -1.62237 0.13824  0.097
H: -0.64065 0.21397 -1.98739  0.159
H: -1.95040 -0.26707 0.11906  0.148
H: -2.74613 2.07774 0.36636  0.087
H: -1.31537 2.64142 -0.40061  0.039
H: -2.45468 1.66455 -1.30972  0.078
H: 0.16085 1.61075 1.46503  0.079
H: 0.06232 -0.06216 1.84714  0.065
H: -1.28306 0.98882 2.21552  0.071
H: 1.59669 1.30748 -0.12741  0.049
H: 1.78276 0.92453 -1.85157  0.086
H: 0.71519 2.17396 -1.27719  0.057
H: -1.93562 -2.96728 1.36794  0.066
H: -0.91457 -2.39671 2.33050  0.047
O: -1.00838 -2.69286 1.42849  -0.041
H: 1.95502 -0.51294 0.78745  0.035
H: 3.48309 -0.20343 0.82023  -0.001
O: 2.75389 -0.28500 1.38273  -0.071

Entry 2:
Computed, not measured: 2 unconnected molecules or ions with the total composition C3H7BrS at a distorted geometry, with the ωB97M-V functional and the def2-TZVPD basis.

Computed properties:
ΔE to the lowest compared entry with this formula, charge and spin: 98.2 kcal/mol
frontier orbital gap (spin up / spin down): 8.34 / 7.96 eV
multiplicity: 1
LUMO level (spin up / spin down): 0.66 / 0.05 eV
energy: -84098.173 eV

Each line ends with the Löwdin charge.
Atoms and positions in Å:
C: -0.85784 0.96496 -0.36067  -0.216
C: -0.85474 -0.28437 0.47117  -0.074
C: 1.83451 -0.61717 0.67159  -1.058
S: 2.18682 -2.12068 -0.19187  0.612
Br: 2.65602 0.90394 -0.03108  0.637
H: -0.11058 0.85714 -1.11053  0.029
H: -0.56588 1.87534 0.09008  0.048
H: -1.87318 1.11190 -0.58262  0.051
H: -0.94600 -0.11004 1.61235  0.077
H: -1.15103 -1.27148 -0.01666  0.074
H: 1.64414 -0.68478 1.66915  -0.052
H: 2.28132 -1.63852 -1.46646  -0.128

Entry 3:
Computed, not measured: a molecular structure, C43H46BN8P2SeSiSnTe, with the ωB97M-V functional and the def2-TZVPD basis.

Computed properties:
ΔE to the lowest compared entry with this formula, charge and spin: 0.0 kcal/mol
frontier orbital gap: 7.36 eV
multiplicity: 1
net charge: +1
LUMO level: -2.37 eV
energy: -162858.929 eV

Each line ends with the Löwdin charge.
Atoms and positions in Å:
Sn: 2.04791 0.88362 -1.45309  1.080
B: 5.17746 -0.09925 0.57136  -0.407
N: 3.79086 0.29329 1.21835  -0.084
C: 3.63875 0.28193 2.54543  -0.080
C: 2.29207 0.31157 2.86315  -0.018
C: 1.66099 0.32741 1.63136  -0.169
N: 2.56218 0.30127 0.63929  -0.113
N: 5.28228 0.40685 -0.88996  -0.079
C: 6.41656 0.67907 -1.53820  -0.064
C: 6.14378 0.81420 -2.89169  -0.039
C: 4.77673 0.60111 -2.98206  -0.173
N: 4.26727 0.34387 -1.76890  -0.143
H: 6.02100 0.46725 1.21801  0.077
H: 5.29107 -1.29771 0.60911  0.070
H: 4.51250 0.23010 3.17342  0.131
H: 1.83567 0.32264 3.83609  0.108
H: 0.60745 0.35751 1.41756  0.064
H: 7.34305 0.74336 -0.99326  0.130
H: 6.83418 1.03470 -3.68489  0.101
H: 4.12981 0.63231 -3.84509  0.102
Te: -3.82148 0.13678 -1.82452  1.324
C: -5.12967 -0.28599 -0.21933  -0.550
C: -5.66378 -1.55551 -0.04087  -0.133
C: -6.40828 -1.81569 1.10344  -0.145
N: -6.64544 -0.91547 2.05100  0.066
C: -6.16245 0.30852 1.85617  -0.148
C: -5.41392 0.67397 0.74647  -0.142
C: -2.05362 -0.04859 -0.74076  -0.981
P: -0.92232 1.32521 -0.54697  0.837
C: -1.45976 2.60624 -1.70513  -0.438
C: -2.31183 3.65070 -1.35855  -0.090
C: -2.70816 4.56973 -2.31695  -0.066
C: -2.26459 4.45011 -3.62660  -0.072
C: -1.41367 3.41272 -3.98211  -0.076
C: -1.00767 2.49810 -3.02081  -0.149
C: -1.17524 2.10869 1.08349  -0.391
C: -2.16715 1.71153 1.96777  -0.089
C: -2.29267 2.32130 3.21028  -0.064
C: -1.43015 3.34165 3.57414  -0.074
C: -0.43591 3.75261 2.69275  -0.070
C: -0.30775 3.13587 1.46135  -0.107
P: -1.42426 -1.59397 -0.45843  0.602
C: -2.36890 -2.97465 -1.12506  -0.392
C: -2.37456 -3.19724 -2.50178  -0.138
C: -3.08117 -4.26165 -3.02812  -0.062
C: -3.78377 -5.11657 -2.18546  -0.059
C: -3.77731 -4.90280 -0.81732  -0.065
C: -3.07096 -3.83227 -0.28433  -0.086
C: -1.20984 -1.93967 1.30309  -0.344
C: -2.30659 -1.65770 2.12091  -0.102
C: -2.26083 -1.94753 3.47335  -0.051
C: -1.11432 -2.50644 4.02413  -0.056
C: -0.01861 -2.77957 3.21862  -0.059
C: -0.07146 -2.50095 1.86098  -0.105
H: -5.49421 -2.34115 -0.76502  0.086
H: -6.82550 -2.80373 1.26619  0.108
H: -6.38724 1.04055 2.62485  0.108
H: -5.05555 1.69002 0.64863  0.092
H: -2.66192 3.74800 -0.33881  0.108
H: -3.37333 5.37843 -2.04501  0.110
H: -2.58413 5.16633 -4.37203  0.108
H: -1.06675 3.31718 -5.00243  0.108
H: -0.34953 1.68194 -3.30161  0.071
H: -2.84469 0.92407 1.67824  0.062
H: -3.07082 1.99915 3.89075  0.108
H: -1.52851 3.81856 4.53998  0.107
H: 0.24043 4.55097 2.96916  0.106
H: 0.47557 3.45922 0.78322  0.086
H: -1.83226 -2.53353 -3.16352  0.093
H: -3.08761 -4.42606 -4.09683  0.112
H: -4.33384 -5.95120 -2.59895  0.112
H: -4.31836 -5.56792 -0.15806  0.113
H: -3.06665 -3.68173 0.78659  0.104
H: -3.20372 -1.22490 1.69263  0.092
H: -3.11922 -1.73434 4.09621  0.115
H: -1.07355 -2.72405 5.08299  0.111
H: 0.88177 -3.20035 3.64636  0.112
H: 0.79911 -2.68241 1.24669  0.039
N: 4.36361 5.14013 1.83058  0.154
C: 3.63890 4.78772 0.74329  -0.353
C: 3.43666 3.42848 0.41698  -0.047
N: 2.71997 3.09617 -0.63876  -0.066
C: 2.18286 4.07276 -1.38775  -0.156
C: 2.38504 5.39448 -1.04444  -0.096
N: 3.10556 5.75934 0.00810  0.143
H: 4.90839 4.46124 2.32915  0.106
H: 4.56601 6.11538 1.96602  0.111
H: 3.86136 2.63947 1.01444  0.106
H: 1.58150 3.78610 -2.24149  0.087
H: 1.94917 6.18754 -1.63905  0.118
C: 0.50938 -5.13899 -0.97520  -0.191
Si: 1.76669 -3.78207 -1.14468  0.296
C: 2.73917 -3.80563 -2.73187  -0.219
C: 2.90702 -3.61631 0.32728  -0.196
Se: 0.59467 -1.77160 -1.49236  0.503
H: 0.99539 -6.09452 -0.76832  0.045
H: -0.08578 -5.24501 -1.88303  0.036
H: -0.17242 -4.92909 -0.14798  0.026
H: 3.34197 -4.71442 -2.79335  0.044
H: 3.42500 -2.95574 -2.76461  0.030
H: 2.09196 -3.76560 -3.60726  0.035
H: 3.85607 -4.10867 0.10382  0.047
H: 2.50277 -4.08005 1.22755  0.034
H: 3.13607 -2.57070 0.54188  0.010